Entry 1:
Here is a 3-piece molecular cluster, C4H16NO2S overall at a distorted geometry from OMol25. Energies are from wB97M-V/def2-TZVPD.

Structure (XYZ):
```
24
Properties=species:S:1:pos:R:3:nbo_charge:R:1
C 1.12231 0.34338 -2.21054 -0.64
C 0.88238 0.64038 -0.71051 -0.04
C -0.32386 1.58064 -0.52433 -0.42
C -0.99132 1.46941 0.83535 -0.53
S -0.04754 1.48548 2.41940 -0.08
N 0.66625 -0.69273 -0.02169 -0.72
H 2.01745 0.85346 -2.57412 0.25
H 0.35404 0.82933 -2.81497 0.23
H 1.11794 -0.72859 -2.36817 0.22
H 1.71960 1.08211 -0.17157 0.22
H -0.03150 2.58023 -0.70600 0.24
H -1.08224 1.33167 -1.27143 0.23
H -1.57569 0.54423 0.92174 0.20
H -1.81765 2.17760 0.87905 0.26
H -1.02277 2.16106 3.01814 0.17
H 1.57146 -1.14675 -0.00881 0.44
H -0.08337 -1.26021 -0.49533 0.47
H 0.30049 -0.67032 0.91282 0.45
H 0.61253 -2.41135 3.16451 0.50
H 0.43558 -0.86547 3.01795 0.50
O 0.70678 -1.67176 2.55691 -0.99
H -1.75320 -2.38610 -2.01259 0.51
H -1.56490 -2.95797 -0.61768 0.50
O -1.21277 -2.28773 -1.21813 -0.97
```

The HOMO energy comes out at -12.93 eV. Its charge is +1. The value obtained for the energy above the lowest of the compared OMol25 structures with the same formula, charge and spin is 27.87 kJ/mol. The value obtained for the gap between HOMO and LUMO is 10.10 eV.


Entry 2:
Here is a 3-piece molecular cluster, C4H16NO3 overall at a distorted geometry from OMol25. Energies are from wB97M-V/def2-TZVPD.

Structure (XYZ):
```
24
Properties=species:S:1:pos:R:3:nbo_charge:R:1
O -1.12658 -0.12532 -2.13345 -0.74
C 0.30342 -0.15929 -2.16167 -0.09
C 0.84512 0.31008 -0.84415 -0.26
N 0.68202 -0.65784 0.27795 -0.52
C 1.16682 -0.13229 1.66007 -0.22
C 2.40177 0.68836 1.54794 -0.67
H -1.47089 -0.39590 -2.99169 0.49
H 0.57497 -1.18168 -2.46970 0.18
H 0.69305 0.46241 -2.97495 0.20
H 1.90777 0.49924 -0.98060 0.23
H 0.34679 1.23506 -0.59170 0.25
H 1.31280 -1.42429 0.08167 0.42
H -0.30294 -0.93072 0.43929 0.49
H 0.33253 0.46013 2.02415 0.26
H 1.20823 -1.04841 2.23899 0.22
H 3.19342 0.18506 0.98154 0.22
H 2.29999 1.70141 1.17048 0.23
H 2.93342 0.80514 2.49595 0.26
H -2.90221 -1.06769 -0.43221 0.51
H -2.48389 -1.73871 1.01567 0.50
O -2.23618 -1.21324 0.23571 -0.99
H -1.11309 2.23813 1.19679 0.48
H -2.24597 1.34312 0.78106 0.50
O -1.36675 1.30824 1.16845 -0.96
```

The HOMO energy comes out at -14.19 eV. Its charge is +1. The value obtained for the energy above the lowest of the compared OMol25 structures with the same formula, charge and spin is 82.70 kJ/mol. The value obtained for the gap between HOMO and LUMO is 11.51 eV.


Entry 3:
Here is a 3-piece molecular cluster, C4H16NO3 overall at a distorted geometry from OMol25. Energies are from wB97M-V/def2-TZVPD.

Structure (XYZ):
```
24
Properties=species:S:1:pos:R:3:nbo_charge:R:1
C -0.36440 1.28437 -0.78097 -0.08
O -1.55534 1.93461 -1.21445 -0.71
C -0.64769 -0.03285 -0.06459 -0.07
C 0.60227 -0.90601 -0.05963 -0.44
C 0.82470 -1.91258 1.08016 -0.63
N -0.98440 0.29980 1.38750 -0.69
H 0.25402 1.05346 -1.64694 0.21
H 0.05057 2.00389 -0.07769 0.20
H -2.13626 1.33095 -1.68887 0.47
H -1.43043 -0.61732 -0.54679 0.24
H 0.71899 -1.36392 -1.03702 0.25
H 1.49390 -0.29304 0.00027 0.22
H 1.19877 -1.40114 1.96731 0.21
H -0.07434 -2.49367 1.31954 0.20
H 1.57196 -2.63835 0.77435 0.26
H -0.26533 0.88401 1.82589 0.47
H -1.11744 -0.56606 1.87871 0.44
H -1.86584 0.80513 1.34673 0.44
H 1.77703 1.54022 3.07589 0.49
H 2.37058 2.15851 1.80909 0.50
O 1.70993 1.52718 2.11616 -0.98
H -1.42577 -0.55115 -3.84287 0.47
H -0.01179 -0.98921 -4.14976 0.48
O -0.69368 -1.05683 -3.47202 -0.95
```

The HOMO energy comes out at -14.41 eV. Its charge is +1. The value obtained for the energy above the lowest of the compared OMol25 structures with the same formula, charge and spin is 74.57 kJ/mol. The value obtained for the gap between HOMO and LUMO is 11.38 eV.


Entry 4:
Here is a 4-piece molecular cluster, C4H16NO5 overall at a distorted geometry from OMol25. Energies are from wB97M-V/def2-TZVPD.

Structure (XYZ):
```
26
Properties=species:S:1:pos:R:3:nbo_charge:R:1
C -1.32270 -0.26837 -1.88107 0.01
O -2.54534 0.26209 -1.75462 -0.94
C -0.19402 0.47175 -1.01605 -0.10
C -0.83112 0.88289 0.30284 -0.44
C 0.17084 1.44370 1.32307 -0.07
O 1.18164 0.48636 1.73354 -0.79
N 0.24496 1.69373 -1.73487 -0.87
H -1.26419 -1.36789 -1.58671 0.03
H -0.94473 -0.20559 -2.94463 0.07
H 0.71078 -0.12414 -0.82524 0.15
H -1.68241 1.51692 0.10388 0.25
H -1.29268 -0.01254 0.74664 0.18
H 0.78874 2.13934 0.79608 0.18
H -0.33990 1.84230 2.20639 0.15
H 0.76789 -0.31959 2.12585 0.50
H -0.33427 2.46293 -1.42245 0.35
H -0.05525 1.56563 -2.70965 0.36
H -0.77013 -3.15636 -0.18602 0.48
H 0.50942 -2.52071 0.02376 0.49
O -0.02851 -3.25206 0.38012 -0.96
H 2.46550 0.42729 0.30676 0.49
H 2.93797 1.02344 -0.98338 0.47
O 3.29151 0.53871 -0.20041 -0.98
H -1.13096 -1.43697 2.43890 0.47
H -0.05999 -2.37598 2.03298 0.50
O -0.27304 -1.71688 2.72427 -0.96
```

The HOMO energy comes out at -3.20 eV. Its charge is -1. The value obtained for the energy above the lowest of the compared OMol25 structures with the same formula, charge and spin is 0.00 kJ/mol. The value obtained for the gap between HOMO and LUMO is 6.53 eV.


Entry 5:
Here is a 5-piece molecular cluster, C4H16NO6 overall at a distorted geometry from OMol25. Energies are from wB97M-V/def2-TZVPD.

Structure (XYZ):
```
27
Properties=species:S:1:pos:R:3:nbo_charge:R:1
C -1.87686 0.21700 -0.23568 0.53
N -0.78517 -0.53145 -0.44450 -0.40
C -0.04993 -0.28545 -1.68055 -0.44
C -0.20840 -1.31917 0.67076 -0.24
C 1.18669 -0.65719 1.10357 -0.04
O 2.20194 -1.24333 0.39485 -0.99
O -2.22458 1.13312 -0.99846 -0.74
H -2.40663 -0.07537 0.68062 0.13
H -0.53315 -0.83257 -2.49004 0.19
H 0.09335 0.76535 -1.87100 0.21
H 0.94775 -0.71066 -1.54550 0.24
H -0.97110 -1.26968 1.44437 0.18
H 0.03822 -2.32010 0.32371 0.21
H 1.27644 -0.92681 2.16822 0.13
H 1.02979 0.38012 0.76938 0.13
H -3.30119 2.68679 2.03850 0.48
H -3.88833 1.89464 1.00003 0.47
O -3.84592 1.91171 1.96121 -0.95
H 1.91512 -2.69504 -1.95749 0.45
H 2.55388 -2.68418 -0.63632 0.52
O 2.27065 -3.33122 -1.35358 -0.99
H 4.99961 -0.18629 -0.10943 0.44
H 3.57535 -0.37860 0.51393 0.51
O 4.48516 0.02519 0.68687 -1.02
H -1.62165 4.08092 0.00483 0.47
H -2.40940 2.79329 -0.51835 0.51
O -2.45160 3.55898 0.08003 -1.01
```

The HOMO energy comes out at -4.38 eV. Its charge is -1. The value obtained for the energy above the lowest of the compared OMol25 structures with the same formula, charge and spin is 110.67 kJ/mol. The value obtained for the gap between HOMO and LUMO is 7.48 eV.


Entry 6:
Here is a 4-piece molecular cluster, C4H16O3S overall from OMol25. Energies are from wB97M-V/def2-TZVPD.

Structure (XYZ):
```
24
Properties=species:S:1:pos:R:3:nbo_charge:R:1
C 2.49436 -0.59046 0.60172 -0.61
C 1.15439 -1.30942 0.44786 -0.40
C -0.05460 -0.37026 0.36261 -0.53
S -0.04796 0.63849 -1.12627 0.19
C -1.14912 1.93430 -0.60193 -0.75
H 2.52955 -0.09612 1.57786 0.20
H 3.30930 -1.29397 0.47912 0.21
H 2.63075 0.11328 -0.20312 0.22
H 0.98256 -1.99845 1.26658 0.21
H 1.15834 -1.94811 -0.43674 0.19
H -0.03831 0.28273 1.23345 0.20
H -0.97617 -0.94948 0.45118 0.22
H -1.11146 2.12066 0.46091 0.22
H -0.93282 2.85608 -1.12201 0.23
H -2.19485 1.73449 -0.79999 0.21
O -3.44825 -2.10383 -0.55354 -0.95
H -2.92901 -2.79440 -0.98691 0.48
H -4.35735 -2.41871 -0.65129 0.47
O 2.56665 4.91469 2.23682 -0.93
H 3.03686 4.32113 2.83159 0.47
H 1.87515 5.28707 2.80103 0.47
O -1.78373 -2.94556 -2.98658 -0.95
H -1.72227 -2.03254 -2.67573 0.48
H -0.99200 -3.35162 -2.60660 0.47
```

Its SMILES is CCCSC.O.O.O. The HOMO energy comes out at -8.45 eV. The value obtained for the energy above the lowest of the compared OMol25 structures with the same formula, charge and spin is 34.12 kJ/mol. The value obtained for the gap between HOMO and LUMO is 9.11 eV.


Question: What is the HOMO in the fourth record?
Answer: -3.20 eV


Question: What is the formula in the sixth record?
Answer: C4H16O3S